Here is 2 unconnected molecules or ions with the total composition C3H12NO in a non-equilibrium geometry from the Open Molecules 2025 dataset. Energies are from ωB97M-V/def2-TZVPD.

The value obtained for the LUMO energy is -3.4 eV. Its charge is +1. As for the HOMO energy: -14.959 eV. As for the multiplicity: 1. The gap between HOMO and LUMO comes out at 0.42358 hartree. As for the energy: -251.2313 Ha.

```
17
C3H12NO | the Open Molecules 2025 dataset | ωB97M-V/def2-TZVPD
C -1.44 0.96 1.48
N -1.91 0.30 0.25
H -0.41 1.32 1.47
H -2.13 1.76 1.74
H -1.54 0.23 2.27
H -2.90 0.08 0.37
H -1.40 -0.60 0.14
H -1.80 0.73 -0.67
C 1.53 -0.78 -0.25
O 0.19 -1.30 -0.31
C 1.84 0.19 -1.40
H 1.75 -0.40 0.74
H 2.21 -1.61 -0.42
H 0.18 -2.26 -0.33
H 1.95 1.20 -1.00
H 2.78 -0.04 -1.89
H 1.09 0.23 -2.19
```

Here are the natural (NBO) charges for atoms 1 to 5, given in e:
1 C -0.43
2 N -0.69
3 H 0.25
4 H 0.24
5 H 0.23